C6H14O | ωB97M-V with the def2-TZVPD basis set

Last columns: bonded neighbours and bond lengths (Å).
Positions of all 21 atoms, in Å:
1 H 1.5018 0.1421 1.2109  no bonds
2 H -1.6808 1.7593 2.7249  C3 1.097
3 C -0.7223 1.6180 2.2101  H2 1.097, H7 1.092, C8 1.511, H11 1.100
4 H 0.8884 0.0801 0.5809  C21 1.288
5 H -1.9231 1.4760 0.2960  C8 1.092
6 H 1.6970 -5.9301 -3.2551  H20 0.737
7 H -0.2795 0.8702 2.8715  C3 1.092
8 C -1.0456 1.1017 0.8279  C3 1.511, H5 1.092, H10 1.121, C21 1.548
9 H -0.6571 -0.2485 -2.0818  C18 1.084
10 H -1.4938 0.0891 1.0019  C8 1.121
11 H -0.1788 2.5729 2.2677  C3 1.100
12 H 0.1407 -1.8298 0.4351  C16 1.123
13 H 1.6303 1.2458 -1.3828  C15 1.105
14 O -1.0988 -2.6653 -0.9459  C16 1.220
15 C 0.8352 1.7984 -0.8500  H13 1.105, H17 1.102, H19 1.079, C21 1.543
16 C -0.5246 -1.7047 -0.4610  H12 1.123, O14 1.220, C18 1.427
17 H 1.3708 2.3555 -0.0645  C15 1.102
18 C -0.3960 -0.4080 -1.0421  H9 1.084, C16 1.427, C21 1.430
19 H 0.1105 2.3989 -1.3781  C15 1.079
20 H 1.7925 -5.3792 -2.7754  H6 0.737
21 C 0.0333 0.6577 -0.1901  H4 1.288, C8 1.548, C15 1.543, C18 1.430

Relative energy (zero: lowest compared OMol25 entry of this formula, charge and spin) ... 146.0 kcal per mole
Calculated total energy ... -312.022401 Ha
HOMO energy ... -0.303 Eh
Total charge ... 0
LUMO energy ... -1.2 eV

What are the natural (NBO) partial charges on each atom? They are as follows, in elementary charge units:
1 H 0.084
2 H 0.228
3 C -0.634
4 H 0.040
5 H 0.248
6 H -0.003
7 H 0.221
8 C -0.442
9 H 0.238
10 H 0.222
11 H 0.211
12 H 0.096
13 H 0.226
14 O -0.550
15 C -0.651
16 C 0.342
17 H 0.219
18 C -0.351
19 H 0.235
20 H 0.003
21 C 0.016



C6H14O | ωB97M-V with the def2-TZVPD basis set

Last columns: bonded neighbours and bond lengths (Å).
Positions of all 21 atoms, in Å:
1 C 0.9101 0.7629 1.8982  H8 1.097, C12 1.528, H14 1.099, C18 1.534
2 H -1.3971 -1.5378 -0.8633  C4 1.104
3 H -0.9108 -0.0294 2.7146  C18 1.097
4 C -0.7819 -0.6350 -0.7056  H2 1.104, O6 1.411, C11 1.534, H17 1.103
5 H 2.3289 -0.5155 0.8594  C12 1.097
6 O -0.9510 0.2558 -1.7863  C4 1.411, C9 1.402
7 H 0.0263 -1.2106 1.8208  C18 1.100
8 H 1.3703 0.6495 2.8879  C1 1.097
9 C -0.7521 -0.3555 -3.0325  O6 1.402, H16 1.102, H19 1.093, H21 1.101
10 H -1.2036 1.1631 0.3536  C11 1.098
11 C -1.1989 0.0891 0.5807  C4 1.534, H10 1.098, H15 1.096, C18 1.536
12 C 1.9671 0.5200 0.8220  C1 1.528, H5 1.097, H13 1.094, H20 1.096
13 H 1.5691 0.7007 -0.1809  C12 1.094
14 H 0.5656 1.8055 1.8434  C1 1.099
15 H -2.2340 -0.1802 0.8187  C11 1.096
16 H -1.5105 -1.1298 -3.2319  C9 1.102
17 H 0.2682 -0.9702 -0.6638  C4 1.103
18 C -0.3089 -0.1634 1.8069  C1 1.534, H3 1.097, H7 1.100, C11 1.536
19 H -0.8316 0.4250 -3.7933  C9 1.093
20 H 2.8324 1.1785 0.9569  C12 1.096
21 H 0.2426 -0.8228 -3.1052  C9 1.101

Relative energy (zero: lowest compared OMol25 entry of this formula, charge and spin) ... 20.3 kcal per mole
Calculated total energy ... -312.222645 Ha
HOMO energy ... -0.359 Eh
Total charge ... 0
LUMO energy ... 1.1 eV
SMILES ... CCCCCOC

What are the natural (NBO) partial charges on each atom? They are as follows, in elementary charge units:
1 C -0.392
2 H 0.161
3 H 0.208
4 C -0.060
5 H 0.198
6 O -0.541
7 H 0.193
8 H 0.199
9 C -0.246
10 H 0.217
11 C -0.428
12 C -0.613
13 H 0.205
14 H 0.195
15 H 0.207
16 H 0.163
17 H 0.161
18 C -0.393
19 H 0.193
20 H 0.210
21 H 0.162



C6H14O2 | ωB97M-V with the def2-TZVPD basis set

Last columns: bonded neighbours and bond lengths (Å).
Positions of all 22 atoms, in Å:
1 H 1.1399 0.1385 -0.5544  C8 1.073
2 H 0.6822 -0.2712 1.6533  C19 1.090
3 H -3.7464 2.0632 4.3374  O22 0.962
4 H 3.3188 -2.2188 -1.5899  C9 1.072
5 H 1.6116 -1.5284 2.2861  C19 1.099
6 C 1.3666 -1.7236 0.1787  C8 1.354, H16 1.095, C19 1.468
7 C 1.6429 -1.1641 -2.2905  C8 1.487, C9 1.340, C17 1.467
8 C 1.2957 -0.8744 -0.8735  H1 1.073, C6 1.354, C7 1.487
9 C 2.7431 -1.9133 -2.4415  H4 1.072, C7 1.340, H11 1.055
10 H -4.9879 2.2162 3.3583  O22 0.965
11 H 3.2378 -2.1459 -3.3444  C9 1.055
12 O -2.6799 4.4921 2.4002  H13 0.980, H21 0.962
13 H -2.8944 3.7453 1.8036  O12 0.980
14 H 0.5502 -1.5026 -4.0142  C17 1.098
15 H -0.0299 -0.0611 -3.5233  C17 1.113
16 H 1.6967 -2.7544 0.0110  C6 1.095
17 C 0.9207 -0.6351 -3.4531  C7 1.467, H14 1.098, H15 1.113, H18 1.078
18 H 1.4667 0.0860 -4.0403  C17 1.078
19 C 0.8660 -1.3353 1.5025  H2 1.090, H5 1.099, C6 1.468, H20 1.081
20 H -0.1009 -1.7984 1.6380  C19 1.081
21 H -3.3947 5.0721 2.6808  O12 0.962
22 O -4.7051 2.1133 4.2752  H3 0.962, H10 0.965

Relative energy (zero: lowest compared OMol25 entry of this formula, charge and spin) ... 36.6 kcal per mole
Multiplicity ... 2
Calculated total energy ... -387.370190 Ha
HOMO energy (spin up / spin down) ... 0.034 / -0.230 Eh
Total charge ... -1
LUMO energy (spin up / spin down) ... 3.0 / 2.9 eV

What are the natural (NBO) partial charges on each atom? They are as follows, in elementary charge units:
1 H 0.204
2 H 0.210
3 H 0.443
4 H 0.190
5 H 0.204
6 C -0.166
7 C -0.021
8 C -0.275
9 C -0.408
10 H 0.398
11 H 0.180
12 O -1.216
13 H 0.297
14 H 0.225
15 H 0.235
16 H 0.182
17 C -0.697
18 H 0.221
19 C -0.749
20 H 0.219
21 H 0.446
22 O -1.121



C6H14O2 | ωB97M-V with the def2-TZVPD basis set

Last columns: bonded neighbours and bond lengths (Å).
Positions of all 22 atoms, in Å:
1 H -2.9696 0.5858 -1.9814  O15 0.958
2 H 0.7214 -1.5759 2.9100  C8 1.068
3 O 0.3615 3.0348 1.3737  H20 0.954, H22 0.960
4 C 0.2787 -0.8636 0.4721  C5 1.501, C12 1.331, H18 1.084
5 C -0.6024 -1.7872 1.2613  C4 1.501, C8 1.542, H13 1.085, H14 1.101
6 H 0.3584 -1.9938 -1.2610  C12 1.092
7 H -0.7760 -2.6072 3.2513  C8 1.082
8 C 0.0137 -2.3029 2.5769  H2 1.068, C5 1.542, H7 1.082, H9 1.091
9 H 0.6267 -3.1600 2.2937  C8 1.091
10 H 0.0836 1.5898 -0.9435  C21 1.074
11 H 1.1077 1.9408 -2.3744  C21 1.087
12 C 0.6699 -1.0625 -0.7841  C4 1.331, H6 1.092, C16 1.474
13 H -1.0346 -2.5747 0.6524  C5 1.085
14 H -1.3000 -0.9838 1.5431  C5 1.101
15 O -2.0700 0.9166 -1.9765  H1 0.958, H19 0.963
16 C 1.2459 -0.0545 -1.6928  C12 1.474, H17 1.082, C21 1.334
17 H 2.0230 -0.2655 -2.4155  C16 1.082
18 H 0.5446 0.1019 0.8869  C4 1.084
19 H -1.4754 0.1728 -1.8352  O15 0.963
20 H 0.0246 3.7702 1.8784  O3 0.954
21 C 0.7510 1.1839 -1.6809  H10 1.074, H11 1.087, C16 1.334
22 H 1.1349 3.3232 0.8836  O3 0.960

Relative energy (zero: lowest compared OMol25 entry of this formula, charge and spin) ... 53.3 kcal per mole
Calculated total energy ... -387.422629 Ha
HOMO energy ... -0.319 Eh
Total charge ... 0
LUMO energy ... 0.8 eV
SMILES ... C=C/C=C/CC.O.O

What are the natural (NBO) partial charges on each atom? They are as follows, in elementary charge units:
1 H 0.469
2 H 0.212
3 O -0.946
4 C -0.149
5 C -0.433
6 H 0.192
7 H 0.211
8 C -0.600
9 H 0.202
10 H 0.214
11 H 0.191
12 C -0.266
13 H 0.206
14 H 0.214
15 O -0.948
16 C -0.239
17 H 0.211
18 H 0.207
19 H 0.481
20 H 0.474
21 C -0.377
22 H 0.475



C6H14O2 | ωB97M-V with the def2-TZVPD basis set

Last columns: bonded neighbours and bond lengths (Å).
Positions of all 22 atoms, in Å:
1 C -1.3515 2.0189 0.7945  H6 1.100, H16 1.090, C20 1.547, H21 1.101
2 O 2.3203 -0.1039 1.9166  H7 0.976, H11 0.961
3 H -0.4393 0.0923 1.2542  C20 1.111
4 H -1.3375 1.4809 -1.6457  no bonds
5 C 0.0663 -1.1822 -1.1580  C8 1.430, C13 1.484, H15 1.092
6 H -0.4945 2.1073 0.1106  C1 1.100
7 H 2.7618 -0.1268 1.0467  O2 0.976
8 C 1.1949 -0.3591 -0.8499  C5 1.430, H17 1.107, O19 1.231
9 H -2.1538 0.2948 1.8721  C20 1.094
10 H -0.5256 0.3659 -1.8374  C13 1.183
11 H 2.8551 -0.6788 2.4711  O2 0.961
12 H -1.8526 -0.9692 -2.1686  C13 1.093
13 C -1.2217 -0.4921 -1.4143  C5 1.484, H10 1.183, H12 1.093, C14 1.534
14 C -2.0739 -0.2854 -0.1555  C13 1.534, H18 1.083, C20 1.569, H22 1.084
15 H 0.1189 -2.2731 -1.1654  C5 1.092
16 H -2.1548 2.4824 0.2221  C1 1.090
17 H 1.0387 0.7355 -0.8933  C8 1.107
18 H -2.3015 -1.2843 0.1941  C14 1.083
19 O 2.3788 -0.6673 -0.7163  C8 1.231
20 C -1.4544 0.4975 1.0554  C1 1.547, H3 1.111, H9 1.094, C14 1.569
21 H -1.0960 2.5074 1.7475  C1 1.101
22 H -2.9772 0.2693 -0.3837  C14 1.084

Relative energy (zero: lowest compared OMol25 entry of this formula, charge and spin) ... 168.1 kcal per mole
Calculated total energy ... -387.239560 Ha
HOMO energy ... -0.292 Eh
Total charge ... 0
LUMO energy ... -2.3 eV

What are the natural (NBO) partial charges on each atom? They are as follows, in elementary charge units:
1 C -0.627
2 O -0.969
3 H 0.233
4 H 0.092
5 C -0.326
6 H 0.202
7 H 0.493
8 C 0.312
9 H 0.207
10 H 0.275
11 H 0.465
12 H 0.242
13 C -0.367
14 C -0.416
15 H 0.242
16 H 0.205
17 H 0.106
18 H 0.221
19 O -0.616
20 C -0.407
21 H 0.232
22 H 0.201



C6H14O3 | ωB97M-V with the def2-TZVPD basis set

Last columns: bonded neighbours and bond lengths (Å).
Positions of all 23 atoms, in Å:
1 H -0.2403 -0.0214 0.4550  C23 1.235
2 O 1.7022 1.2212 1.3066  C11 1.197
3 C 0.1082 -0.8310 -2.0551  H4 1.089, H9 1.090, H14 1.090, C17 1.528
4 H 0.4602 -1.5005 -1.2711  C3 1.089
5 C -2.1460 0.4062 -0.2965  H10 1.092, H16 1.089, H22 1.089, C23 1.529
6 H 0.0451 2.0928 2.7604  O13 0.968
7 H -0.2886 1.2592 -2.3719  C17 1.094
8 C 1.6047 -1.5753 1.3597  H12 1.091, H18 1.092, O19 1.425, H21 1.093
9 H 0.7743 -0.9498 -2.9095  C3 1.090
10 H -2.7023 0.8870 -1.1037  C5 1.092
11 C 0.6566 0.7282 1.6190  O2 1.197, O13 1.347, O19 1.526
12 H 1.9951 -1.9421 2.3104  C8 1.091
13 O -0.2648 1.2243 2.4668  H6 0.968, C11 1.347
14 H -0.8912 -1.1492 -2.3502  C3 1.090
15 H -0.6613 1.9268 -0.0812  C23 1.091
16 H -2.6104 0.6678 0.6534  C5 1.089
17 C 0.1099 0.6205 -1.5775  C3 1.528, H7 1.094, H20 1.093, C23 1.531
18 H 1.3058 -2.4284 0.7467  C8 1.092
19 O 0.4445 -0.7833 1.6018  C8 1.425, C11 1.526
20 H 1.1367 0.9488 -1.3951  C17 1.093
21 H 2.3701 -0.9864 0.8481  C8 1.093
22 H -2.2233 -0.6724 -0.4258  C5 1.089
23 C -0.6853 0.8568 -0.2904  H1 1.235, C5 1.529, H15 1.091, C17 1.531

Relative energy (zero: lowest compared OMol25 entry of this formula, charge and spin) ... 56.9 kcal per mole
Calculated total energy ... -462.660410 Ha
HOMO energy ... -0.352 Eh
Total charge ... 0
LUMO energy ... 0.7 eV
SMILES ... COC(=O)O.CCCC

What are the natural (NBO) partial charges on each atom? They are as follows, in elementary charge units:
1 H 0.299
2 O -0.615
3 C -0.610
4 H 0.195
5 C -0.611
6 H 0.504
7 H 0.195
8 C -0.262
9 H 0.212
10 H 0.200
11 C 1.000
12 H 0.184
13 O -0.679
14 H 0.204
15 H 0.214
16 H 0.215
17 C -0.401
18 H 0.189
19 O -0.588
20 H 0.209
21 H 0.204
22 H 0.202
23 C -0.457